Molecular formula: C4H6NO2S2
Method: DFT, ωB97M-V with the def2-TZVPD basis set

```
! wB97M-V def2-TZVPD RIJCOSX def2/J DEFGRID3
* xyz -1 1
C -2.723 -0.238 -0.357
C -1.351 -0.284 0.351
S -0.422 -1.760 -0.306
N -0.690 0.969 0.087
C 0.644 1.001 0.086
C 1.488 -0.075 0.224
S 3.234 0.068 -0.609
O 3.569 1.272 0.127
O 4.084 -1.068 -0.151
H -3.531 -0.840 -0.039
H -2.408 -0.451 -1.310
H -3.084 0.857 -0.187
H -1.418 -0.448 1.403
H 1.063 1.932 -0.233
H 1.545 -0.935 0.913
*
```

Summary:
LUMO energy (alpha / beta)   1.93 / 2.00 eV
Relative energy (zero: lowest compared OMol25 entry of this formula, charge and spin)   286.0 kJ/mol
E_HOMO (alpha / beta)   -0.1548 / -0.1539 Eh
E_tot   -31498.555 eV
HOMO-LUMO gap (alpha / beta)   6.1 / 6.2 eV
Structure (SMILES)   C[C@@H]([S-])/N=C\C=S(=O)=O

***

Molecular formula: C19H21F5N8O2PrS2
Method: DFT, ωB97M-V with the def2-TZVPD basis set

```
! wB97M-V def2-TZVPD RIJCOSX def2/J DEFGRID3
* xyz 1 3
Pr 0.649 -0.450 0.454
S -0.669 -0.230 3.179
C -2.024 -0.572 2.167
N -1.959 -0.571 0.758
C -3.237 -0.701 0.204
C -3.536 -0.621 -1.162
C -4.867 -0.632 -1.520
C -5.860 -0.914 -0.558
C -5.610 -0.989 0.799
C -4.262 -0.923 1.184
S -3.645 -0.966 2.783
H -2.687 -0.481 -1.775
H -5.208 -0.475 -2.592
H -6.901 -0.980 -0.856
H -6.417 -1.036 1.596
C 4.946 -2.790 1.644
O 3.739 -3.586 1.826
C 2.651 -2.949 1.362
O 2.672 -1.756 0.962
N 1.538 -3.713 1.464
N 0.245 -3.138 1.213
H 5.719 -3.480 1.967
H 5.011 -1.892 2.317
H 4.949 -2.427 0.589
H 1.629 -4.718 1.347
H -0.269 -3.124 2.069
H -0.275 -3.720 0.531
C 0.729 5.434 0.100
N 0.143 4.113 0.038
C -1.228 4.144 -0.427
C 0.720 2.951 0.411
N 0.285 1.810 -0.074
N 1.702 3.084 1.358
C 2.535 2.122 1.871
N 3.597 2.664 2.637
N 2.381 0.845 1.548
H 0.124 6.096 0.722
H 0.653 5.873 -0.903
H 1.775 5.487 0.482
H -1.507 5.221 -0.344
H -1.891 3.545 0.183
H -1.356 3.783 -1.485
H -0.607 1.986 -0.565
H 1.895 4.061 1.730
H 3.293 3.593 3.006
H 3.850 2.104 3.437
H 3.221 0.285 1.850
F -0.505 0.472 -2.103
C -0.125 -0.719 -2.666
C 0.384 -1.760 -1.789
C 0.810 -2.923 -2.327
F 1.050 -3.987 -1.494
C 0.868 -3.052 -3.701
F 1.195 -4.274 -4.268
C 0.353 -2.071 -4.535
F 0.118 -2.304 -5.837
C -0.145 -0.851 -3.983
F -0.641 0.098 -4.824
*
```

Summary:
LUMO energy (alpha / beta)   -2.63 / -2.63 eV
Relative energy (zero: lowest compared OMol25 entry of this formula, charge and spin)   4.8 kJ/mol
E_HOMO (alpha / beta)   -0.3668 / -0.3671 Eh
E_tot   -85382.388 eV
HOMO-LUMO gap (alpha / beta)   7.4 / 7.4 eV

***

Molecular formula: C6H10N2
Method: DFT, ωB97M-V with the def2-TZVPD basis set

```
! wB97M-V def2-TZVPD RIJCOSX def2/J DEFGRID3
* xyz 0 1
N 2.553 -0.027 -0.457
C 1.404 0.071 0.396
C 0.590 1.321 0.137
C -0.666 1.320 -0.291
C -1.466 -0.004 -0.598
N -2.685 0.130 0.322
C -0.638 -1.238 -0.310
C 0.584 -1.186 0.210
H 3.133 -0.842 -0.111
H 3.129 0.837 -0.283
H 1.803 0.078 1.387
H 1.143 2.266 0.164
H -1.289 2.248 -0.300
H -1.829 -0.022 -1.624
H -3.319 -0.644 0.199
H -2.393 -0.038 1.256
H -1.229 -2.161 -0.460
H 1.177 -2.110 0.363
*
```

Summary:
LUMO energy   0.94 eV
Relative energy (zero: lowest compared OMol25 entry of this formula, charge and spin)   160.8 kJ/mol
E_HOMO   -0.3395 Eh
E_tot   -9362.771 eV
HOMO-LUMO gap   10.2 eV
Structure (SMILES)   N[C@H]1C=C[C@H](N)C=C1

***

Molecular formula: C9H14NO
Method: DFT, ωB97M-V with the def2-TZVPD basis set

```
! wB97M-V def2-TZVPD RIJCOSX def2/J DEFGRID3
* xyz 1 3
C -1.479 -1.373 0.831
C -1.734 -1.459 -0.469
C -1.450 1.065 0.770
C -1.740 0.969 -0.743
C 2.485 0.480 0.062
C 2.288 -1.043 0.262
C -0.575 -0.181 1.047
C -1.011 -0.328 -1.163
C 0.232 -0.288 -0.265
N 1.171 0.925 -0.472
O 1.097 -1.338 -0.437
H -1.857 -1.986 1.625
H -2.368 -2.159 -0.977
H -0.944 1.994 1.041
H -2.362 1.017 1.361
H -2.805 0.883 -0.948
H -1.370 1.835 -1.293
H 2.705 0.982 1.003
H 3.280 0.692 -0.651
H 3.081 -1.644 -0.183
H 2.195 -1.298 1.322
H -0.027 -0.161 1.984
H -0.843 -0.454 -2.228
H 0.800 1.756 -0.003
H 1.232 1.114 -1.478
*
```

Summary:
LUMO energy (alpha / beta)   -3.20 / -5.56 eV
Relative energy (zero: lowest compared OMol25 entry of this formula, charge and spin)   0.0 kJ/mol
E_HOMO (alpha / beta)   -0.3227 / -0.5349 Eh
E_tot   -13085.920 eV
HOMO-LUMO gap (alpha / beta)   5.6 / 9.0 eV

***

Molecular formula: C4H15N2O
Method: DFT, ωB97M-V with the def2-TZVPD basis set

```
! wB97M-V def2-TZVPD RIJCOSX def2/J DEFGRID3
* xyz 1 1
C -0.826 -0.705 -0.499
N -1.122 -1.301 -1.799
C 0.042 0.514 -0.669
N -0.763 1.473 -1.541
C 1.672 2.126 0.451
C 0.471 1.187 0.652
H -1.762 -0.397 -0.013
H -0.403 -1.413 0.221
H -1.950 -1.872 -1.786
H -0.311 -1.815 -2.114
H 0.954 0.308 -1.231
H -1.286 2.087 -0.909
H -1.383 0.925 -2.147
H -0.159 2.008 -2.147
H 1.819 2.656 1.389
H 2.550 1.489 0.329
H 1.648 2.790 -0.408
H -0.414 1.666 1.076
H 0.759 0.351 1.284
H 0.315 -3.784 3.991
H -0.183 -4.540 2.839
O 0.333 -3.754 3.031
*
```

Summary:
LUMO energy   -3.12 eV
Relative energy (zero: lowest compared OMol25 entry of this formula, charge and spin)   75.4 kJ/mol
E_HOMO   -0.5125 Eh
E_tot   -9412.881 eV
HOMO-LUMO gap   10.8 eV

***

Molecular formula: C24H50Cl2O4P2Si2W
Method: DFT, ωB97M-V with the def2-TZVPD basis set

```
! wB97M-V def2-TZVPD RIJCOSX def2/J DEFGRID3
* xyz 0 3
W 0.171 0.336 -0.109
C 1.644 -1.005 0.579
C 1.913 -0.669 -0.875
C 2.355 0.709 -0.841
Si 2.083 -2.078 -2.076
C 2.249 1.245 0.437
C 1.726 0.278 1.381
Si 1.638 0.214 3.237
H 1.707 -3.394 1.770
H 2.592 1.323 -1.734
H 2.404 2.320 0.659
Cl 1.843 4.615 -1.957
C 2.259 -1.341 4.064
C 2.563 1.688 3.925
C 2.691 -3.703 -1.391
C 3.189 -1.536 -3.482
H 3.635 1.519 3.766
H 2.389 1.740 5.011
H 2.299 2.649 3.479
H 1.430 -2.052 4.233
H 2.689 -1.053 5.025
H 3.022 -1.836 3.457
H 4.207 -1.406 -3.095
H 2.887 -0.606 -3.971
H 3.215 -2.339 -4.233
H 3.383 -3.529 -0.560
H 3.201 -4.222 -2.195
H 1.848 -4.322 -1.009
C -0.234 0.253 3.407
C 0.261 -2.288 -2.479
P -0.790 1.305 2.044
H -0.539 0.668 4.369
H -0.647 -0.765 3.285
P -0.407 -0.614 -2.409
H -0.211 -2.925 -1.707
H 0.119 -2.725 -3.468
C -2.169 -0.880 -2.885
C 0.244 0.354 -3.925
C -0.282 3.099 2.467
C -2.612 1.383 2.317
C -3.430 0.378 1.490
H -2.857 2.403 1.985
C -2.999 1.237 3.794
H -2.745 0.238 4.170
H -4.085 1.359 3.887
H -2.538 1.984 4.450
H -3.671 0.755 0.486
H -4.389 0.197 1.988
H -2.933 -0.598 1.385
H 0.796 3.094 2.231
C -0.489 3.450 3.965
C -0.888 4.201 1.607
H -0.087 2.726 4.690
H -1.565 3.619 4.189
H 0.011 4.416 4.162
H -0.467 4.170 0.603
H -0.597 5.154 2.048
H -1.984 4.171 1.600
H 1.266 0.615 -3.604
C -0.433 1.687 -4.238
C 0.279 -0.502 -5.217
H 0.738 -1.496 -5.120
H 0.861 0.051 -5.979
H -0.736 -0.616 -5.642
H -0.160 2.431 -3.491
H -1.518 1.585 -4.362
H -0.033 2.035 -5.194
C -3.126 -1.057 -1.699
C -2.349 -2.063 -3.845
H -2.417 0.050 -3.417
H -2.088 -3.009 -3.355
H -1.766 -1.978 -4.771
H -3.404 -2.121 -4.135
H -2.691 -1.653 -0.884
H -4.023 -1.587 -2.038
H -3.467 -0.101 -1.286
C -0.948 1.738 -0.859
H 0.151 2.192 -0.963
H -1.540 1.276 -1.764
H -1.686 2.009 0.016
O 0.274 -5.259 0.543
Cl 0.288 -4.986 1.980
O 0.355 -6.162 2.809
O 1.805 -4.291 2.257
O 1.318 -2.158 1.016
*
```

Summary:
LUMO energy (alpha / beta)   -1.21 / -1.54 eV
Relative energy (zero: lowest compared OMol25 entry of this formula, charge and spin)   238.0 kJ/mol
E_HOMO (alpha / beta)   -0.2600 / -0.2600 Eh
E_tot   -95084.061 eV
HOMO-LUMO gap (alpha / beta)   5.9 / 5.5 eV

***

Molecular formula: C36H36N4O6
Method: DFT, ωB97M-V with the def2-TZVPD basis set

```
! wB97M-V def2-TZVPD RIJCOSX def2/J DEFGRID3
* xyz 0 1
C -3.797 -4.826 6.425
O -3.370 -3.600 6.968
C -2.267 -3.036 6.326
C -1.757 -1.833 6.827
C -0.682 -1.214 6.246
C -0.047 -1.771 5.120
C 1.075 -1.125 4.531
C 1.745 -1.643 3.438
C 2.842 -1.106 2.810
N 3.452 -1.690 1.730
C 4.636 -1.119 1.016
C 4.337 0.249 0.401
C 5.504 0.842 -0.329
C 5.454 1.071 -1.696
C 6.539 1.602 -2.363
C 7.694 1.904 -1.674
C 7.761 1.670 -0.318
C 6.674 1.143 0.348
C 5.019 -2.128 -0.051
O 5.944 -2.043 -0.830
N 4.108 -3.157 0.020
C 4.204 -4.280 -0.893
C 3.085 -3.007 1.097
C 3.244 -4.156 2.091
C 1.694 -2.944 0.470
C -0.563 -2.988 4.623
C -1.638 -3.598 5.210
H -4.649 -5.184 7.004
H -4.103 -4.687 5.387
H -2.992 -5.560 6.485
H -2.233 -1.410 7.694
H -0.309 -0.290 6.654
H 1.428 -0.205 4.960
H 1.372 -2.564 3.048
H 3.253 -0.184 3.176
H 5.458 -1.042 1.738
H 3.497 0.125 -0.287
H 3.996 0.949 1.171
H 4.559 0.820 -2.238
H 6.481 1.783 -3.424
H 8.543 2.314 -2.196
H 8.662 1.902 0.224
H 6.731 0.953 1.405
H 5.031 -4.110 -1.581
H 4.388 -5.200 -0.342
H 3.285 -4.385 -1.467
H 4.275 -4.206 2.436
H 2.612 -4.045 2.968
H 3.003 -5.106 1.616
H 1.663 -2.166 -0.291
H 1.448 -3.891 -0.007
H 0.915 -2.720 1.196
H -0.110 -3.459 3.770
H -2.005 -4.523 4.808
C -1.074 2.539 3.983
C -1.660 2.866 5.230
C -2.438 1.924 5.940
C -2.889 2.200 7.203
C -2.582 3.406 7.816
N -3.078 3.698 9.152
O -2.821 4.802 9.650
O -3.741 2.835 9.742
C -1.804 4.337 7.143
C -1.361 4.086 5.874
C -0.367 3.456 3.139
C -0.782 4.796 2.947
C -0.040 5.658 2.184
C 1.152 5.240 1.609
N 1.972 6.179 0.861
O 3.040 5.780 0.381
O 1.574 7.345 0.737
C 1.573 3.929 1.771
C 0.819 3.045 2.494
H -1.027 1.491 3.733
H -2.672 0.977 5.481
H -3.474 1.482 7.754
H -1.529 5.242 7.655
H -0.723 4.799 5.380
H -1.716 5.123 3.374
H -0.365 6.672 2.015
H 2.514 3.629 1.341
H 1.148 2.028 2.623
*
```

Summary:
LUMO energy   -2.81 eV
Relative energy (zero: lowest compared OMol25 entry of this formula, charge and spin)   0.0 kJ/mol
E_HOMO   -0.2004 Eh
E_tot   -56153.397 eV
HOMO-LUMO gap   2.6 eV

***

Molecular formula: C36H88O40S8
Method: DFT, ωB97M-V with the def2-TZVPD basis set

```
! wB97M-V def2-TZVPD RIJCOSX def2/J DEFGRID3
* xyz 0 1
O 3.692 -5.999 -2.373
S 2.312 -5.860 -2.875
O 1.328 -6.747 -2.277
O 1.856 -4.227 -2.699
C 2.850 -3.352 -3.021
C 2.455 -1.803 -3.155
C 2.226 -6.106 -4.703
H 3.410 -3.498 -3.945
H 3.701 -3.561 -2.374
H 3.331 -1.230 -3.458
H 2.264 -1.474 -2.133
H 1.772 -1.593 -3.978
H 1.261 -5.762 -5.073
H 2.413 -7.156 -4.932
H 3.012 -5.447 -5.073
O 6.476 -1.650 -2.642
S 7.382 -2.793 -2.853
O 7.853 -3.182 -4.183
O 8.723 -2.665 -1.896
C 8.639 -2.166 -0.544
C 9.198 -0.736 -0.424
C 6.642 -4.220 -1.943
H 9.313 -2.894 -0.093
H 7.591 -2.181 -0.245
H 10.135 -0.724 -0.980
H 9.465 -0.501 0.607
H 8.487 0.026 -0.743
H 7.415 -4.934 -1.657
H 5.866 -4.577 -2.620
H 6.248 -3.758 -1.037
O 7.293 -8.549 -3.060
S 7.676 -8.257 -4.461
O 8.301 -9.209 -5.366
O 6.341 -7.559 -5.157
C 6.435 -7.506 -6.527
C 5.440 -8.510 -7.045
C 8.710 -6.672 -4.272
H 7.388 -7.809 -6.959
H 6.064 -6.644 -7.082
H 4.409 -8.199 -7.217
H 5.516 -9.450 -6.497
H 5.666 -8.750 -8.084
H 8.406 -6.265 -3.308
H 8.386 -5.961 -5.032
H 9.754 -6.986 -4.286
O 12.263 -1.969 0.250
S 12.983 -2.557 1.390
O 13.283 -1.791 2.603
O 12.351 -4.011 1.732
C 12.894 -4.839 2.799
C 11.894 -6.014 2.933
C 14.766 -2.973 0.798
H 13.031 -4.258 3.712
H 13.883 -5.155 2.465
H 11.637 -6.401 1.947
H 10.984 -5.612 3.379
H 12.254 -6.877 3.494
H 15.109 -2.024 0.386
H 14.659 -3.691 -0.015
H 15.454 -3.374 1.542
O 8.616 -8.262 7.727
S 9.326 -7.756 6.510
O 8.883 -6.549 5.840
O 10.865 -7.511 7.028
C 11.523 -8.646 7.554
C 12.992 -8.622 7.140
C 9.682 -9.146 5.234
H 11.130 -9.575 7.140
H 11.388 -8.723 8.633
H 13.230 -7.562 7.221
H 13.016 -8.859 6.076
H 13.680 -9.300 7.646
H 9.062 -8.826 4.396
H 9.364 -10.108 5.637
H 10.691 -9.228 4.830
O 3.933 -10.235 -3.568
S 3.435 -10.624 -2.228
O 2.145 -11.272 -2.047
O 4.595 -11.490 -1.338
C 5.927 -10.980 -1.422
C 6.818 -12.068 -0.843
C 3.318 -9.021 -1.186
H 5.946 -10.073 -0.818
H 6.116 -10.641 -2.440
H 7.877 -11.816 -0.897
H 6.759 -12.886 -1.561
H 6.493 -12.413 0.139
H 4.000 -8.383 -1.749
H 3.838 -9.307 -0.272
H 2.259 -8.763 -1.197
O 11.393 -9.204 0.151
S 10.789 -10.012 1.152
O 9.529 -9.560 1.713
O 10.538 -11.541 0.485
C 10.254 -12.624 1.353
C 10.020 -13.735 0.376
C 11.926 -10.334 2.524
H 9.336 -12.468 1.919
H 11.004 -12.860 2.108
H 9.877 -14.617 1.001
H 10.788 -13.893 -0.381
H 9.038 -13.591 -0.074
H 12.395 -9.427 2.906
H 12.708 -10.954 2.087
H 11.275 -10.870 3.215
O 7.308 -13.416 3.021
S 6.269 -12.673 3.719
O 4.993 -13.260 4.145
O 6.995 -11.993 5.000
C 6.651 -12.361 6.244
C 5.643 -11.238 6.581
C 5.928 -11.094 2.777
H 7.517 -12.334 6.906
H 6.240 -13.368 6.314
H 5.469 -11.149 7.653
H 4.664 -11.478 6.164
H 5.933 -10.237 6.264
H 5.166 -11.256 2.015
H 6.835 -10.675 2.341
H 5.667 -10.262 3.431
O 6.554 -8.046 4.387
H 6.676 -7.503 3.608
H 5.736 -7.732 4.772
O 3.809 -8.172 2.172
H 3.774 -8.133 3.128
H 3.809 -7.256 1.894
O 7.478 -7.131 -0.541
H 7.480 -7.798 -1.227
H 8.403 -7.004 -0.327
O 6.206 -6.566 2.076
H 6.608 -6.995 1.321
H 6.347 -5.632 1.925
C 4.205 -6.375 5.960
C 2.975 -6.461 6.826
O 2.687 -7.832 6.917
C 3.255 -8.449 5.851
O 3.143 -9.619 5.565
O 4.050 -7.532 5.176
H 5.215 -6.185 6.323
H 3.925 -5.650 5.196
H 2.200 -5.827 6.396
H 3.152 -6.026 7.810
C 9.181 -0.827 5.100
C 9.848 -1.739 4.058
O 8.790 -2.367 3.449
C 7.575 -2.097 4.191
O 6.549 -2.774 4.153
O 7.776 -1.123 5.136
H 9.450 0.142 4.680
H 9.657 -0.935 6.075
H 10.609 -2.368 4.520
H 10.290 -1.047 3.340
C 13.056 -4.713 -2.167
C 12.083 -5.137 -3.211
O 10.873 -5.401 -2.556
C 11.089 -5.296 -1.172
O 10.208 -5.617 -0.346
O 12.463 -5.254 -0.964
H 12.920 -3.632 -2.136
H 14.076 -5.024 -2.393
H 12.459 -6.023 -3.724
H 11.872 -4.303 -3.881
C 2.545 -5.291 1.141
C 1.818 -4.054 0.393
O 2.923 -3.245 0.286
C 3.989 -3.645 1.096
O 5.034 -3.048 1.125
O 3.735 -4.768 1.684
H 2.666 -6.246 0.630
H 1.883 -5.528 1.974
H 0.999 -3.661 0.996
H 1.494 -4.345 -0.606
*
```

Summary:
LUMO energy   -0.06 eV
Relative energy (zero: lowest compared OMol25 entry of this formula, charge and spin)   0.0 kJ/mol
E_HOMO   -0.3730 Eh
E_tot   -207331.214 eV
HOMO-LUMO gap   10.1 eV